[1]
82
Properties=species:S:1:pos:R:3 method="wB97M-V/def2-TZVPD" e_tot_ha=-6202.04025 total_charge=-1 multiplicity=1
Pt 1.0751 -0.0117 -1.7612
Br -5.6912 0.5275 -4.8008
C -5.3186 1.7054 -3.3358
C -4.1735 2.4922 -3.3452
C -3.8971 3.3454 -2.2960
C -4.7770 3.4686 -1.1724
C -5.9426 2.6381 -1.2167
C -6.2017 1.7815 -2.2619
N -4.6434 4.2960 -0.1364
N -3.5014 5.0276 -0.0031
C -2.3476 4.4664 0.1397
C -1.1807 5.3553 0.1545
C 0.0443 4.9055 -0.1542
C 0.2175 3.4951 -0.4250
O 0.6434 1.8963 -2.3526
C -0.7663 2.5341 0.0420
N -0.4055 1.2646 0.2790
C -1.3163 0.4262 0.7624
C -2.6068 0.8067 1.0802
C -2.9760 2.1251 0.8610
C -2.0589 3.0241 0.3265
H -3.4884 2.4413 -4.1840
H -2.9968 3.9439 -2.3387
H -6.6402 2.7141 -0.3907
H -7.0987 1.1732 -2.2534
H -1.3704 6.4003 0.3633
H 0.9009 5.5654 -0.2102
H -0.9858 -0.5997 0.9177
H -3.3117 0.0882 1.4783
H -3.9759 2.4683 1.0866
I -1.0847 -0.6196 -3.0346
C -2.1072 -1.7536 -1.6115
C -3.4444 -1.4715 -1.6077
C -4.3367 -2.2068 -0.8097
C -3.8529 -3.2312 -0.0602
C -2.4685 -3.5316 -0.0359
C -2.0443 -4.6322 0.7451
C -0.7314 -4.9737 0.8132
C 0.2120 -4.1722 0.1507
C -0.1306 -3.0815 -0.6140
P 1.3425 -2.1224 -1.1772
C 2.5009 -2.2861 0.2093
C 2.3352 -1.3901 1.2643
C 3.1774 -1.4515 2.3617
C 4.1975 -2.3923 2.4036
C 4.3779 -3.2720 1.3462
C 3.5306 -3.2200 0.2481
C 2.0497 -3.1035 -2.5310
C 1.3765 -4.1563 -3.1371
C 1.9216 -4.7813 -4.2530
C 3.1383 -4.3570 -4.7607
C 3.8148 -3.3024 -4.1567
C 3.2703 -2.6701 -3.0533
C -1.5251 -2.7598 -0.7824
H -3.8301 -0.6717 -2.2260
H -5.3886 -1.9569 -0.8189
H -4.5154 -3.8400 0.5430
H -2.7966 -5.1941 1.2855
H -0.3999 -5.8195 1.4005
H 1.2573 -4.4163 0.2826
H 1.5717 -0.6209 1.2056
H 3.0546 -0.7422 3.1693
H 4.8650 -2.4272 3.2554
H 5.1831 -3.9954 1.3702
H 3.6788 -3.9033 -0.5796
H 0.4269 -4.4939 -2.7410
H 1.3898 -5.5980 -4.7241
H 3.5589 -4.8396 -5.6337
H 4.7600 -2.9613 -4.5589
H 3.7788 -1.8284 -2.5953
Cl 1.4017 3.0532 -1.4839
C 2.0101 4.1577 -2.3577
C 3.2440 4.7755 -2.2670
C 4.1628 4.7860 -1.2275
C 4.2136 3.9361 -0.1108
C 3.6384 2.7214 0.1527
Cl 3.9637 2.0324 1.7478
C 2.8414 1.8436 -0.6391
N 2.7647 0.6342 -0.8117
H 3.4910 5.3969 -3.1236
H 4.9463 5.5339 -1.2742
H 4.8815 4.2630 0.6795

---

[2]
61
Properties=species:S:1:pos:R:3 method="wB97M-V/def2-TZVPD" smiles=CC[C@@H](Cl)c1c(C(F)(F)C(F)(F)F)c([C@@H](F)CC)c2nsnc2c1CC(N)(N)N.CC(C)O e_tot_ha=-2547.07239 multiplicity=1
C -2.1602 -0.5718 6.4475
C -1.2507 0.0561 5.2687
C -1.8840 -0.3816 3.8255
F -2.5502 -1.6884 3.8884
C -0.8766 -0.2246 2.6010
C 0.5517 -0.8720 2.4464
C 1.0721 -1.8660 3.5705
F 0.0189 -2.4628 4.3797
F 1.8891 -1.2364 4.5909
C 1.7562 -3.2538 3.0231
F 3.1714 -3.2520 3.0929
F 1.3964 -4.3857 3.8532
F 1.2338 -3.6347 1.7374
C 1.4160 -0.4452 1.1356
C 2.8941 -0.9807 0.9954
Cl 3.8193 -0.2871 2.4798
C 3.8599 -0.5329 -0.1877
C 5.3454 -1.1427 0.1693
C 0.7677 0.4949 0.0515
C 1.4312 0.9688 -1.3204
C 1.3728 -0.2408 -2.4305
N 2.4578 -0.1418 -3.4526
N 1.2392 -1.6056 -1.7971
N 0.0776 -0.0292 -3.1966
C -0.7105 1.0934 0.1986
N -1.4350 1.9610 -0.6899
S -2.9649 2.3241 0.0073
N -2.7698 1.4024 1.4508
C -1.4931 0.7433 1.4881
H -1.9095 -1.6780 6.5914
H -2.0495 -0.0287 7.4493
H -3.2685 -0.4773 6.1423
H -1.3358 1.2120 5.3477
H -0.1406 -0.1943 5.3625
H -2.7871 0.3451 3.7412
H 2.9662 -2.1391 0.9583
H 3.6292 -0.9362 -1.2277
H 4.0022 0.6038 -0.1303
H 5.2371 -2.1332 0.7295
H 6.0104 -0.3722 0.7063
H 5.8706 -1.3373 -0.8493
H 0.8171 1.8115 -1.8353
H 2.4772 1.4308 -1.2267
H 2.1034 -0.4443 -4.3862
H 3.2415 -0.7833 -3.2636
H 0.4468 -2.0773 -2.2797
H 2.0569 -2.2016 -2.0461
H 0.0157 -0.7179 -3.9760
H -0.7312 -0.2683 -2.5875
C -2.5964 1.8322 -4.6991
C -3.8812 2.4816 -4.2092
C -4.8178 2.7980 -5.3646
O -3.5672 3.6847 -3.5105
H -2.0538 2.5011 -5.3751
H -1.9280 1.6210 -3.8597
H -2.8031 0.8964 -5.2259
H -4.3830 1.8156 -3.5011
H -4.3522 3.5004 -6.0637
H -5.7316 3.2747 -4.9990
H -5.0909 1.8914 -5.9111
H -3.1225 4.2810 -4.1282